(1)
{
  "formula": "C3H5ClS",
  "method": "ωB97M-V/def2-TZVPD",
  "multiplicity": 1,
  "homo_ev": [-8.0, -7.9],
  "lumo_ev": [-0.5, -0.4],
  "de_lowest_kj_mol": 208.7,
  "gap_ev": [7.5, 7.5],
  "symbols": ["C", "C", "C", "S", "Cl", "H", "H", "H", "H", "H"],
  "coordinates": [[-0.14192, 1.19821, 1.94550], [0.20180, -0.38869, -0.11707], [-0.24453, -0.94299, -1.35965], [-0.65551, 0.91359, 0.45064], [0.80601, -0.16989, -2.71202], [0.90290, 0.88558, 2.01143], [-0.48692, 2.11108, 2.35616], [0.78578, -1.02178, 0.54870], [-1.15884, -0.57322, -1.69899], [-0.00876, -2.01189, -1.42471]]
}



(2)
{
  "formula": "C33H35F5N3O",
  "method": "ωB97M-V/def2-TZVPD",
  "multiplicity": 1,
  "charge": -1,
  "homo_ev": -0.8,
  "lumo_ev": 2.3,
  "gap_ev": 3.1,
  "symbols": ["N", "C", "C", "O", "C", "N", "N", "H", "H", "H", "H", "H", "H", "H", "H", "H", "H", "F", "C", "C", "C", "C", "C", "C", "H", "H", "H", "H", "H", "F", "C", "C", "C", "C", "C", "C", "H", "H", "H", "H", "H", "F", "C", "C", "C", "C", "C", "C", "H", "H", "H", "H", "H", "F", "C", "C", "C", "C", "C", "C", "H", "H", "H", "H", "H", "F", "C", "C", "C", "C", "C", "C", "H", "H", "H", "H", "H"],
  "coordinates": [[5.43633, 3.52362, -0.43740], [3.94407, 3.46839, -0.46179], [3.38117, 2.27402, 0.27425], [3.81604, 1.02747, -0.27307], [1.85098, 2.32048, 0.29344], [1.32830, 2.49794, -1.00083], [0.00108, 3.08519, -0.89036], [5.72669, 4.29469, 0.14720], [5.77415, 3.72795, -1.36674], [3.53651, 4.35554, 0.02961], [3.57680, 3.49089, -1.48594], [3.74622, 2.31971, 1.30777], [4.09078, 1.17982, -1.17460], [1.56205, 3.13860, 1.00350], [1.54580, 1.36499, 0.81365], [-0.11618, 3.57376, 0.00046], [-0.09479, 3.78777, -1.61691], [-1.52987, 5.54907, 0.34508], [-2.53826, 4.95508, 1.00554], [-2.89136, 5.44066, 2.24944], [-3.93609, 4.83301, 2.93074], [-4.60447, 3.75644, 2.36657], [-4.22679, 3.28795, 1.11469], [-3.18680, 3.88544, 0.41878], [-2.34981, 6.27694, 2.67072], [-4.22600, 5.20224, 3.90610], [-5.41580, 3.28108, 2.90252], [-4.74120, 2.44353, 0.67527], [-2.86726, 3.52687, -0.55130], [0.02690, -3.65724, -2.15600], [0.74485, -3.25419, -1.07772], [1.40728, -2.04516, -1.12303], [2.13916, -1.64082, -0.01403], [2.18962, -2.45246, 1.11410], [1.51615, -3.66598, 1.13418], [0.78406, -4.07742, 0.02852], [1.34534, -1.42406, -2.00688], [2.65908, -0.68872, -0.04131], [2.75535, -2.13342, 1.97957], [1.55909, -4.29865, 2.01189], [0.24854, -5.01860, 0.01974], [-0.63011, 0.66122, 3.03616], [-1.31598, -0.48582, 3.13877], [-2.31995, -0.57478, 4.08544], [-3.02990, -1.76196, 4.19484], [-2.72840, -2.83750, 3.37035], [-1.71378, -2.72333, 2.42952], [-0.99887, -1.54120, 2.30488], [-2.53314, 0.27600, 4.71887], [-3.82309, -1.84558, 4.92707], [-3.28460, -3.75650, 3.45647], [-1.47340, -3.56044, 1.78783], [-0.21227, -1.43151, 1.57144], [5.93734, 4.15922, -3.49399], [5.29531, 3.35817, -4.37334], [4.93394, 2.09244, -3.96438], [4.26085, 1.27529, -4.85826], [3.97161, 1.72734, -6.13837], [4.35286, 3.00444, -6.52495], [5.01904, 3.83646, -5.63659], [5.17420, 1.76614, -2.96157], [3.95525, 0.28519, -4.54890], [3.44349, 1.08627, -6.83134], [4.12669, 3.35992, -7.52167], [5.31529, 4.84022, -5.90962], [-3.14630, -5.91054, 2.84425], [-3.90578, -6.25490, 1.78375], [-5.22454, -6.60202, 1.99221], [-5.99914, -6.94593, 0.89389], [-5.45014, -6.94105, -0.38071], [-4.11997, -6.58713, -0.56048], [-3.33516, -6.23719, 0.52772], [-5.62914, -6.59998, 2.99522], [-7.03717, -7.21563, 1.03620], [-6.05930, -7.20901, -1.23342], [-3.68866, -6.57915, -1.55233], [-2.29976, -5.94701, 0.41026]]
}



(3)
{
  "formula": "C7H7FN2O",
  "method": "ωB97M-V/def2-TZVPD",
  "multiplicity": 1,
  "homo_ev": -8.3,
  "lumo_ev": 0.5,
  "de_lowest_kj_mol": 322.3,
  "gap_ev": 8.9,
  "symbols": ["C", "C", "C", "C", "C", "C", "C", "N", "N", "O", "F", "H", "H", "H", "H", "H", "H", "H"],
  "coordinates": [[1.12645, 1.83708, -1.24500], [-0.76083, 1.60790, 0.17277], [-1.96267, -0.32323, -0.73110], [0.53149, 1.80396, 0.03565], [-1.76733, 1.17396, -0.94963], [0.31036, -1.06505, -0.28706], [2.31001, -1.56811, 0.65817], [1.60786, 1.84120, -2.28757], [-0.95316, -1.00710, -0.34526], [0.90367, -1.21897, 0.89140], [1.31324, 2.07488, 1.04076], [-1.20801, 1.68392, 1.19178], [-2.74976, -0.78419, -1.27375], [-2.61060, 1.98038, -0.94692], [-1.25358, 1.12342, -1.95011], [2.50401, -2.64309, 0.67623], [2.94433, -1.00849, 1.48640], [2.75905, -1.08813, -0.35288]]
}



(4)
{
  "formula": "C12H5AsCdCl5F6",
  "method": "ωB97M-V/def2-TZVPD",
  "multiplicity": 2,
  "homo_ev": [-9.6, -9.6],
  "s_squared": 0.7598,
  "lumo_ev": [-0.1, -3.2],
  "de_lowest_kj_mol": 0.0,
  "gap_ev": [9.5, 6.4],
  "symbols": ["Cd", "Cl", "C", "C", "C", "Cl", "C", "Cl", "C", "Cl", "C", "Cl", "C", "C", "C", "C", "C", "C", "H", "H", "H", "H", "H", "F", "As", "F", "F", "F", "F", "F"],
  "coordinates": [[-0.56676, -0.85288, -0.37612], [2.79750, -1.70039, -0.62870], [2.16483, -1.65103, 0.98703], [0.83440, -1.33565, 1.17099], [0.33138, -1.29220, 2.46000], [-1.34619, -0.88872, 2.66824], [1.13113, -1.56412, 3.56367], [0.47657, -1.50254, 5.15004], [2.47257, -1.88896, 3.35887], [3.47835, -2.24136, 4.70541], [2.99848, -1.93113, 2.06800], [4.65337, -2.32291, 1.81719], [0.48225, 3.83627, -1.73943], [-0.78369, 3.31172, -1.96092], [-1.08543, 2.00298, -1.58417], [-0.05701, 1.30568, -1.00257], [1.20842, 1.76285, -0.73970], [1.47294, 3.07436, -1.13569], [0.69912, 4.85195, -2.04242], [-1.55514, 3.90915, -2.42939], [-2.06498, 1.58087, -1.75791], [1.96803, 1.15895, -0.26232], [2.45768, 3.48843, -0.96031], [-1.76107, -0.96313, -2.39543], [-3.26034, -1.61911, -1.65939], [-4.18662, -0.47660, -2.50709], [-2.90864, -0.41250, -0.39077], [-4.55971, -2.22052, -0.75287], [-2.11155, -2.62389, -0.74976], [-3.37989, -2.79557, -2.87447]]
}



(5)
{
  "formula": "C4H13N3",
  "method": "ωB97M-V/def2-TZVPD",
  "multiplicity": 1,
  "homo_ev": -8.8,
  "smiles": "[H]/N=C(\\C)NC.CN",
  "lumo_ev": 1.0,
  "de_lowest_kj_mol": 53.5,
  "gap_ev": 9.7,
  "symbols": ["H", "N", "C", "C", "N", "C", "H", "H", "H", "H", "H", "H", "H", "C", "N", "H", "H", "H", "H", "H"],
  "coordinates": [[-2.20087, -1.15037, -1.46978], [-2.08544, -0.66671, -0.58570], [-0.98538, -0.92961, -0.00271], [0.08384, -1.90264, -0.43589], [-0.62308, -0.18146, 1.09357], [-1.57087, 0.65751, 1.78876], [1.03272, -1.37972, -0.55541], [0.22307, -2.66526, 0.33064], [-0.19492, -2.37988, -1.37251], [0.13809, -0.54305, 1.64881], [-2.30384, 0.97308, 1.05020], [-1.05774, 1.52794, 2.20360], [-2.06754, 0.12467, 2.60403], [1.26151, 1.29085, -1.32024], [2.20959, 0.76975, -0.33918], [1.30512, 2.37999, -1.45822], [1.48979, 0.82841, -2.28067], [0.22343, 1.02003, -0.91595], [3.15215, 1.08046, -0.55643], [1.97036, 1.14601, 0.57309]]
}



no.,maximum force (hartree/bohr)
1,0.05087
2,0.01789
3,0.07572
4,0.00847
5,0.03556